Record 1
ORCA calculation (ωB97M-V with the def2-TZVPD basis set) on a molecular structure, C38H50AsN8O8PPbS3 in a non-equilibrium geometry.

Each line ends with the Löwdin charge.
Geometry (Å):
Pb (1.610794, -0.459836, 0.563575)  1.39
O (4.318625, 0.442710, 4.084720)  0.05
C (3.753919, 0.135548, 3.044041)  -0.47
N (2.433315, 0.075703, 2.800832)  0.01
C (1.538538, 0.119242, 3.827165)  -0.45
O (1.743121, -0.173195, 4.992171)  0.07
C (0.169165, 0.610763, 3.424740)  -0.22
C (-0.861575, 0.549658, 4.360547)  0.00
C (-2.085734, 1.112963, 4.052680)  -0.06
C (-2.247760, 1.691679, 2.805457)  -0.11
C (-1.190107, 1.637539, 1.913009)  -0.29
N (-0.000885, 1.148637, 2.220598)  -0.04
C (4.595333, -0.085285, 1.808609)  -0.20
C (5.978950, -0.139090, 1.951560)  0.00
C (6.770303, -0.259283, 0.824257)  -0.06
C (6.149554, -0.348362, -0.412496)  -0.05
C (4.765969, -0.330429, -0.459525)  -0.12
N (4.018544, -0.179980, 0.618539)  0.01
H (-0.678521, 0.064131, 5.306188)  0.12
H (-2.907670, 1.077898, 4.755704)  0.11
H (-3.189465, 2.137117, 2.515817)  0.10
H (-1.292095, 2.001386, 0.894282)  0.09
H (6.388046, -0.084355, 2.947929)  0.11
H (7.849766, -0.287756, 0.903155)  0.10
H (6.716382, -0.437251, -1.326454)  0.10
H (4.229876, -0.452529, -1.385091)  0.08
N (-3.334114, -1.307631, -5.288270)  0.07
C (-2.069977, -1.495928, -4.718724)  -0.33
C (-0.977137, -1.802904, -5.529695)  -0.05
C (0.265701, -2.013785, -4.963024)  -0.08
C (0.424136, -1.930620, -3.594755)  -0.29
C (-0.652202, -1.659561, -2.774279)  -0.05
C (-1.896277, -1.442190, -3.336817)  -0.02
S (2.065251, -1.983969, -2.872698)  0.62
O (2.193662, -3.151232, -2.042178)  -0.29
O (3.045710, -1.933039, -3.942777)  -0.33
N (2.164364, -0.627095, -1.952106)  -0.22
C (2.125330, 0.475846, -2.683061)  -0.52
N (2.580266, 1.634371, -2.147692)  0.13
C (2.732611, 2.640793, -2.977122)  -0.19
C (2.409189, 2.592953, -4.326801)  -0.08
C (1.799930, 1.415107, -4.735329)  -0.14
N (1.651480, 0.388135, -3.944250)  0.11
H (-3.315071, -0.916893, -6.219320)  0.07
H (-3.981355, -0.824926, -4.680211)  0.08
H (-1.108639, -1.847095, -6.603788)  0.10
H (1.140233, -2.202026, -5.565791)  0.11
H (-0.511207, -1.617002, -1.705735)  0.08
H (-2.738233, -1.204986, -2.704472)  0.10
H (3.152099, 3.545466, -2.543099)  0.09
H (2.583533, 3.416027, -4.999122)  0.08
H (1.405754, 1.282500, -5.738156)  0.11
C (-5.150690, -0.141688, 1.083445)  -0.10
C (-5.493398, -0.709399, 2.453806)  -0.48
C (-6.801858, -1.499481, 2.393954)  -0.06
O (-4.493225, -1.519494, 3.025770)  -0.36
P (-3.287934, -2.388365, 2.357593)  -0.12
S (-2.645574, -3.417600, 3.906283)  0.15
S (-2.111404, -1.215622, 1.258951)  0.36
O (-4.243537, -3.325224, 1.380029)  -0.33
C (-3.753412, -4.222705, 0.406262)  -0.49
C (-2.552856, -5.023993, 0.887300)  -0.10
C (-3.423852, -3.496927, -0.895894)  -0.09
H (-5.896054, 0.601855, 0.801792)  0.07
H (-5.137991, -0.943359, 0.349034)  0.06
H (-4.164046, 0.312191, 1.103632)  0.00
H (-5.610513, 0.121865, 3.171680)  0.13
H (-6.668054, -2.354268, 1.735672)  0.07
H (-7.604707, -0.866076, 2.019545)  0.07
H (-7.062519, -1.861633, 3.385608)  0.07
H (-4.604930, -4.908329, 0.243506)  0.13
H (-1.694724, -4.362587, 0.988512)  0.04
H (-2.321421, -5.802131, 0.160965)  0.08
H (-2.764697, -5.469307, 1.857111)  0.04
H (-2.597542, -2.815850, -0.716120)  0.00
H (-4.283179, -2.926855, -1.250225)  0.07
H (-3.124622, -4.208515, -1.662837)  0.08
O (0.133510, -3.053739, -0.014438)  -0.07
C (1.198916, -3.479641, 0.378863)  -0.57
C (1.608215, -4.943814, 0.427073)  -0.09
C (3.069976, -4.880696, 0.828491)  -0.09
C (3.299261, -3.399615, 1.170633)  -0.50
O (4.350030, -2.967570, 1.603819)  0.04
N (2.183812, -2.695262, 0.881155)  0.00
H (1.450640, -5.385694, -0.553355)  0.11
H (0.985498, -5.454199, 1.161886)  0.12
H (3.729779, -5.109196, -0.008764)  0.11
H (3.329785, -5.517475, 1.674214)  0.11
C (-0.341701, 3.888752, -1.968558)  -0.19
C (-0.405365, 4.464929, -0.561257)  -0.46
As (1.031253, 3.699922, 0.613063)  1.24
C (2.493503, 5.020613, 0.190514)  -0.45
C (2.120570, 6.449811, -0.177251)  -0.19
C (0.480790, 4.598665, 2.330468)  -0.43
C (-0.826795, 5.376882, 2.354370)  -0.19
H (-1.152782, 4.277374, -2.588178)  0.06
H (-0.416969, 2.801332, -1.933649)  0.06
H (0.603296, 4.139930, -2.448394)  0.04
H (-1.369882, 4.206350, -0.116349)  0.05
H (-0.340275, 5.554338, -0.599021)  0.04
H (3.087626, 4.586171, -0.613836)  0.02
H (3.134924, 5.024647, 1.077995)  0.05
H (1.679228, 6.490062, -1.172126)  0.06
H (3.007609, 7.087142, -0.184599)  0.06
H (1.410184, 6.875202, 0.533000)  0.05
H (1.294799, 5.261535, 2.635322)  0.05
H (0.420765, 3.806572, 3.081970)  0.04
H (-0.845439, 6.165012, 1.602574)  0.05
H (-0.974829, 5.845164, 3.331842)  0.06
H (-1.668622, 4.712058, 2.174416)  0.05

Cartesian forces (eV/Å) of the 6 atoms listed first:
-0.8 0.3 0.1
0.2 -0.1 0.0
-0.1 0.2 0.3
-0.1 -0.2 -0.3
0.2 0.0 0.3
-0.2 0.0 0.0

The value obtained for the lowest unoccupied orbital energy is 3.99 eV. As for the molecular weight: 1156.16 g/mol. As for the multiplicity: 1. The value obtained for the relative energy (zero: lowest compared OMol25 entry of this formula, charge and spin) is 172.16 kJ/mol. Its net charge is -2.

Record 2
ORCA calculation (ωB97M-V with the def2-TZVPD basis set) on a molecular structure, C38H50BrMoN4OS2Si2 in a non-equilibrium geometry.

Each line ends with the Mulliken spin population.
Geometry (Å):
Mo (-0.220187, -0.529287, 1.131164)  2.00
C (1.347622, 2.231496, -6.340174)  0.00
C (2.402416, 2.609323, -5.288699)  0.00
C (2.604240, 4.130610, -5.299466)  0.00
C (3.724265, 1.947854, -5.676841)  0.00
C (1.922290, 2.157297, -3.910387)  0.02
C (2.604748, 1.256379, -3.118628)  -0.01
C (2.067922, 0.849342, -1.907847)  0.02
Br (3.194373, -0.332030, -0.939353)  0.00
C (0.808617, 1.253520, -1.407205)  -0.03
O (0.256373, 0.624407, -0.356631)  0.06
C (0.182214, 2.295822, -2.154020)  0.01
C (0.749742, 2.660789, -3.373377)  -0.01
C (-1.064238, 3.141710, -1.783239)  0.00
C (-0.650445, 4.627942, -1.792558)  0.00
C (-1.637982, 2.866839, -0.406794)  0.00
C (-2.179871, 2.922879, -2.818503)  0.00
H (1.683994, 2.521856, -7.341843)  0.00
H (0.394184, 2.729441, -6.143319)  0.00
H (1.169989, 1.152780, -6.332193)  0.00
H (2.929389, 4.463996, -6.290343)  0.00
H (3.364662, 4.420680, -4.569586)  0.00
H (1.680789, 4.660055, -5.050392)  0.00
H (4.027580, 2.295357, -6.668305)  0.00
H (3.631749, 0.858337, -5.716317)  0.00
H (4.522000, 2.201948, -4.972737)  0.00
H (3.557863, 0.840754, -3.419020)  0.00
H (0.217168, 3.405676, -3.952960)  0.00
H (0.173424, 4.795928, -1.093133)  0.00
H (-1.499119, 5.241213, -1.474694)  0.00
H (-0.333124, 4.975816, -2.778536)  0.00
H (-0.895342, 3.018409, 0.372685)  0.00
H (-2.024783, 1.857736, -0.319218)  0.00
H (-2.467851, 3.558725, -0.223275)  0.00
H (-1.865177, 3.184837, -3.832737)  0.00
H (-3.042232, 3.545949, -2.559756)  0.00
H (-2.501149, 1.879411, -2.820578)  0.00
C (-2.272066, -1.671209, 4.963532)  0.00
Si (-0.519685, -1.796630, 4.335737)  0.01
C (0.386420, -3.287374, 5.075960)  0.00
C (0.381984, -0.372453, 5.165253)  0.00
N (-0.525362, -1.932892, 2.577428)  -0.14
C (-0.890029, -3.197744, 2.055691)  0.03
C (-1.486957, -4.235447, 2.783636)  -0.02
C (-1.651659, -5.510019, 2.258054)  0.03
C (-1.174081, -5.780621, 0.985947)  -0.02
C (-0.635707, -4.750266, 0.226163)  0.02
C (-0.576335, -3.425783, 0.694060)  -0.02
N (-0.175453, -2.312962, -0.071182)  0.06
Si (-0.261293, -2.374473, -1.821283)  -0.01
C (-1.163955, -0.893346, -2.533464)  0.02
C (-1.245565, -3.795761, -2.588584)  0.00
C (1.442117, -2.548628, -2.610983)  0.01
H (-2.294407, -1.769457, 6.057707)  0.00
H (-2.946131, -2.416181, 4.531702)  0.00
H (-2.668087, -0.682022, 4.701993)  0.00
H (1.412353, -2.993606, 5.329866)  0.00
H (0.435521, -4.146711, 4.406995)  0.00
H (-0.103013, -3.612962, 6.003316)  0.00
H (0.927770, -0.774095, 6.029347)  0.00
H (-0.341907, 0.366400, 5.520952)  0.00
H (1.089450, 0.166935, 4.536982)  0.00
H (-1.829352, -4.050159, 3.792894)  0.00
H (-2.127771, -6.281690, 2.850464)  0.00
H (-1.229653, -6.783209, 0.574859)  0.00
H (-0.253798, -4.970919, -0.758693)  0.00
H (-1.917906, -1.247023, -3.244749)  0.00
H (-0.496216, -0.209674, -3.066183)  0.00
H (-1.680754, -0.330572, -1.753134)  -0.01
H (-2.203454, -3.970696, -2.082741)  0.00
H (-0.703799, -4.745216, -2.619850)  0.00
H (-1.452232, -3.499732, -3.623135)  0.00
H (1.688682, -1.688160, -3.246693)  0.00
H (1.456749, -3.444834, -3.242394)  0.00
H (2.234068, -2.647434, -1.862460)  0.00
S (-0.705611, 1.372488, 2.575081)  -0.02
C (-2.454807, 1.341758, 2.783820)  0.00
C (-3.039423, 2.197364, 3.726249)  0.01
C (-4.407265, 2.206352, 3.940746)  0.00
C (-5.222912, 1.350365, 3.204449)  0.01
C (-4.658155, 0.506049, 2.262812)  0.00
C (-3.274356, 0.485352, 2.031650)  0.02
S (-2.634875, -0.611111, 0.811635)  -0.04
H (-2.391088, 2.856507, 4.294492)  0.00
H (-4.836016, 2.876240, 4.677374)  0.00
H (-6.295266, 1.339085, 3.365580)  0.00
H (-5.282638, -0.166734, 1.682960)  0.00
N (4.761461, 2.652043, 3.964864)  0.00
C (4.244018, 1.696297, 3.595296)  0.00
C (3.611489, 0.471329, 3.148077)  -0.02
C (4.175236, -0.757245, 3.426169)  0.02
C (3.535349, -1.888335, 2.956916)  -0.01
C (2.350671, -1.754498, 2.256065)  0.06
N (1.789673, -0.570383, 2.013965)  -0.08
C (2.422918, 0.523448, 2.428107)  0.03
H (5.103565, -0.817694, 3.980649)  0.00
H (3.944956, -2.874783, 3.124373)  0.00
H (1.826807, -2.616358, 1.860991)  0.00
H (1.971679, 1.475277, 2.183494)  0.01

Cartesian forces (eV/Å) of the 6 atoms listed first:
-2.4 -0.9 0.7
0.0 0.0 0.0
0.0 0.0 0.0
0.0 0.0 0.0
0.0 0.0 0.0
0.0 0.0 -0.1

The value obtained for the lowest unoccupied orbital energy (alpha / beta) is 1.75 / 1.65 eV. As for the molecular weight: 875.00 g/mol. As for the multiplicity: 3. As for the expectation value of S²: 2.023. Its net charge is -1.

no.,E (eV)
1,-176406.453
2,-157557.468